87
Properties=species:S:1:pos:R:3 method="wB97M-V/def2-TZVPD" multiplicity=6 de_lowest_kcal_mol=31.65 homo_energy_ev="-3.89 / -4.53" total_charge=-1 lumo_energy_ev="2.04 / 2.04"
Mn 1.3844 -0.1805 1.5348
C 0.9855 3.7129 2.3723
C 0.4619 2.6392 3.2591
N 0.8173 1.3756 3.2174
C 0.0980 0.7098 4.1772
C -0.7108 1.5945 4.8278
N -0.4434 2.8341 4.2488
C -1.7432 1.4454 5.8811
O -1.7876 2.5095 6.7530
O -2.5227 0.5505 5.9932
C 0.2705 -0.7893 4.2836
O 0.0977 -1.3275 5.3672
O 0.5806 -1.3043 3.1603
H 1.2867 3.2662 1.4257
H 1.8537 4.1994 2.8216
H 0.2266 4.4701 2.1756
H -1.0131 3.6569 4.3581
H -0.9505 2.9864 6.7101
N 5.3952 0.1129 3.1171
C 4.2406 0.1022 2.3986
O 3.4677 -0.8421 2.4937
C 3.9830 1.2961 1.5045
C 2.8819 1.0051 0.4935
H 5.5187 -0.5929 3.8225
H 5.9849 0.9243 3.1266
H 4.9505 1.6079 1.0801
H 3.6796 2.1049 2.1839
H 3.3010 0.4171 -0.3338
H 2.5225 1.9384 0.0461
Te -2.5207 -1.1611 -2.1027
C -1.7929 -1.0586 -4.1044
C -1.2606 0.0972 -4.6622
C -0.8081 0.0713 -5.9728
N -0.8643 -1.0040 -6.7593
C -1.3880 -2.1046 -6.2210
C -1.8537 -2.1844 -4.9163
C -0.8341 -0.6755 -0.9808
P -0.8619 0.6867 0.1029
C -2.5140 0.8288 0.9017
C -2.6621 0.1718 2.1226
C -3.8677 0.1972 2.8106
C -4.9513 0.8766 2.2711
C -4.8255 1.5179 1.0440
C -3.6158 1.4957 0.3643
C -0.7377 2.2471 -0.8503
C 0.0171 2.2480 -2.0216
C 0.2764 3.4247 -2.7098
C -0.2155 4.6333 -2.2354
C -0.9595 4.6505 -1.0619
C -1.2116 3.4718 -0.3753
P 0.3492 -1.8357 -0.3672
C -0.4036 -3.4927 -0.5422
C -1.2236 -3.9280 0.4987
C -1.9110 -5.1277 0.4019
C -1.7791 -5.9122 -0.7377
C -0.9566 -5.4913 -1.7721
C -0.2704 -4.2871 -1.6753
C 1.7409 -1.9741 -1.5682
C 2.9303 -2.5459 -1.1157
C 4.0379 -2.6262 -1.9453
C 3.9754 -2.1235 -3.2418
C 2.7999 -1.5428 -3.6963
C 1.6926 -1.4678 -2.8589
H -1.2071 1.0148 -4.0875
H -0.3832 0.9648 -6.4182
H -1.4278 -2.9759 -6.8664
H -2.2361 -3.1222 -4.5329
H -1.8141 -0.3721 2.5337
H -3.9468 -0.2980 3.7692
H -5.8940 0.9048 2.8033
H -5.6742 2.0349 0.6131
H -3.5284 1.9925 -0.5945
H 0.4201 1.3021 -2.3715
H 0.8674 3.3987 -3.6172
H -0.0196 5.5532 -2.7712
H -1.3478 5.5882 -0.6822
H -1.7973 3.4982 0.5385
H -1.3181 -3.3121 1.3869
H -2.5459 -5.4533 1.2159
H -2.3131 -6.8509 -0.8161
H -0.8502 -6.0991 -2.6626
H 0.3631 -3.9600 -2.4908
H 2.9901 -2.9100 -0.0942
H 4.9575 -3.0665 -1.5798
H 4.8422 -2.1768 -3.8886
H 2.7429 -1.1483 -4.7038
H 0.7725 -1.0057 -3.2068